No. 1
{"formula": "C4H16N8O4", "method": "wB97M-V/def2-TZVPD", "elements": ["C", "O", "N", "N", "H", "H", "H", "H", "C", "O", "N", "N", "H", "H", "H", "H", "C", "O", "N", "N", "H", "H", "H", "H", "C", "O", "N", "N", "H", "H", "H", "H"], "coordinates": [[4.3230, 2.1014, 0.4398], [5.2384, 1.6049, -0.1793], [4.4878, 2.6187, 1.6066], [3.0466, 1.9720, 0.1203], [3.7636, 3.2937, 1.8066], [5.4418, 2.8335, 1.8592], [2.9009, 1.5601, -0.7903], [2.2875, 2.1705, 0.7563], [-1.3272, -0.6043, -3.1118], [-1.4318, -0.5209, -4.3400], [-0.2903, -0.3891, -2.3468], [-2.3611, -1.0885, -2.4598], [-0.3479, -0.4357, -1.3396], [0.6085, -0.3071, -2.8002], [-3.2723, -1.2201, -2.8751], [-2.2707, -1.1183, -1.4543], [-0.4051, 0.8007, 0.8720], [-0.1011, -0.3242, 0.4975], [-1.2244, 0.9520, 1.8350], [-0.0133, 1.8062, 0.2517], [-1.7357, 1.8054, 2.0094], [-1.3509, 0.1434, 2.4268], [-0.5953, 2.6222, 0.1266], [0.6404, 1.4920, -0.4511], [-2.2585, -3.1179, 0.8274], [-3.1007, -4.0595, 0.7199], [-2.5427, -1.8822, 0.4116], [-1.1538, -3.2710, 1.3605], [-2.0173, -1.1240, 0.8230], [-3.5053, -1.7798, 0.1233], [-0.6677, -2.4058, 1.5481], [-0.7654, -4.1282, 1.7271]], "orbital_gap_ev": [8.88, 3.22], "spin_multiplicity": 2, "charge": 1, "s2": 0.7539}

No. 2
{"formula": "CHFNO3S", "method": "wB97M-V/def2-TZVPD", "elements": ["C", "N", "O", "O", "O", "F", "S", "H"], "coordinates": [[-2.1790, 0.9869, -0.2540], [-2.8254, 0.6177, -1.0910], [2.2563, -0.3481, 1.1204], [1.3517, -1.7629, -0.7909], [0.2219, 0.3490, -0.6533], [-1.8823, 1.3790, 0.8800], [1.5544, -0.3369, -0.6421], [1.5025, -0.8848, 1.4309]], "orbital_gap_ev": 8.11, "charge": -1}

No. 3
{"formula": "C41H117N9O14", "method": "wB97M-V/def2-TZVPD", "elements": ["C", "O", "H", "H", "H", "H", "C", "O", "H", "H", "H", "H", "C", "O", "H", "H", "H", "H", "C", "C", "C", "O", "C", "N", "H", "H", "H", "H", "H", "H", "H", "H", "H", "H", "H", "C", "C", "C", "O", "C", "N", "H", "H", "H", "H", "H", "H", "H", "H", "H", "H", "H", "C", "C", "C", "O", "C", "N", "H", "H", "H", "H", "H", "H", "H", "H", "H", "H", "H", "C", "C", "C", "O", "C", "N", "H", "H", "H", "H", "H", "H", "H", "H", "H", "H", "H", "C", "C", "C", "O", "C", "N", "H", "H", "H", "H", "H", "H", "H", "H", "H", "H", "H", "C", "C", "C", "O", "C", "N", "H", "H", "H", "H", "H", "H", "H", "H", "H", "H", "H", "C", "C", "C", "O", "C", "N", "H", "H", "H", "H", "H", "H", "H", "H", "H", "H", "H", "C", "C", "C", "O", "C", "N", "H", "H", "H", "H", "H", "H", "H", "H", "H", "H", "H", "C", "C", "C", "O", "C", "N", "H", "H", "H", "H", "H", "H", "H", "H", "H", "H", "H", "C", "C", "O", "O", "H", "H", "H", "H", "H", "H"], "coordinates": [[-0.9984, -5.6038, -0.6086], [-0.3387, -4.8022, 0.3538], [-1.3660, -6.5660, -0.2369], [-1.8295, -5.0317, -1.0271], [-0.2999, -5.8844, -1.3974], [-0.9606, -4.6731, 1.1060], [5.3970, -1.3582, 0.2209], [4.5435, -2.1071, 1.0564], [4.9942, -0.3932, -0.0971], [6.3942, -1.2940, 0.6562], [5.5918, -1.9418, -0.6956], [3.6979, -2.3221, 0.5874], [0.3786, -3.7196, -3.2994], [1.7433, -3.8042, -2.8858], [-0.2623, -3.3363, -2.5084], [0.2558, -3.1411, -4.2189], [0.0580, -4.7296, -3.5768], [2.2875, -3.6074, -3.6530], [3.4438, 4.6404, -5.7561], [2.1866, 3.8055, -5.5439], [2.4159, 2.7210, -4.4860], [3.2299, 1.7077, -5.0451], [4.0653, 1.0534, -4.1275], [1.1084, 4.7107, -5.0899], [3.5688, 5.4215, -5.0106], [3.4127, 5.0397, -6.7711], [4.3355, 4.0124, -5.6672], [1.8375, 3.2101, -6.3934], [1.4551, 2.2889, -4.1693], [2.8888, 3.0736, -3.5595], [4.4279, 0.1273, -4.5773], [3.6898, 0.9211, -3.1124], [5.0142, 1.6076, -4.0559], [0.3259, 4.1235, -4.7917], [0.6904, 5.1203, -5.9254], [-1.5616, 0.7702, -2.6558], [-1.3056, 2.2330, -2.3411], [-2.0005, 3.2047, -3.2936], [-1.6305, 2.8836, -4.6185], [-2.4667, 3.5132, -5.5632], [-1.7886, 2.5531, -0.9818], [-1.4849, 0.5667, -3.7224], [-2.5538, 0.4805, -2.2901], [-0.9354, 0.0565, -2.1154], [-0.2284, 2.4394, -2.3768], [-1.7127, 4.2162, -2.9872], [-3.0837, 3.0656, -3.2042], [-2.4974, 4.5946, -5.3950], [-3.4936, 3.1315, -5.5107], [-2.1082, 3.2894, -6.5663], [-1.3661, 3.4676, -0.7994], [-1.2627, 1.9953, -0.3074], [3.9979, -5.6950, 1.4718], [5.1733, -5.7847, 0.4742], [4.6581, -5.4730, -0.9377], [5.4491, -6.1069, -1.9296], [4.9651, -5.8636, -3.2260], [6.1096, -4.7387, 0.9192], [4.4125, -5.5566, 2.4703], [3.3446, -6.5643, 1.3884], [3.3967, -4.7920, 1.3489], [5.6183, -6.7754, 0.5438], [4.5490, -4.3869, -1.0252], [3.6627, -5.9302, -1.0663], [3.9075, -6.1194, -3.3454], [5.5612, -6.4296, -3.9416], [5.1503, -4.8057, -3.4611], [5.6750, -3.8186, 0.8842], [6.8975, -4.7301, 0.2748], [0.7265, -0.1145, 4.5953], [1.8999, -0.9434, 4.0874], [2.9834, -0.1222, 3.3832], [3.4060, 0.9458, 4.2088], [3.8175, 2.1066, 3.5515], [2.4725, -1.6254, 5.2660], [1.0523, 0.7318, 5.2041], [0.1438, -0.7271, 5.2849], [0.0924, 0.2709, 3.7940], [1.5530, -1.7265, 3.4084], [2.5413, 0.2728, 2.4555], [3.8443, -0.7222, 3.0769], [4.6678, 1.9589, 2.8764], [4.1441, 2.8804, 4.2482], [2.9697, 2.5540, 3.0160], [2.8928, -0.9024, 5.8510], [3.2958, -2.1378, 4.9482], [-3.3790, -2.3110, -2.2324], [-4.7123, -1.6023, -2.3872], [-5.8097, -2.4073, -3.0817], [-6.8125, -1.5310, -3.5362], [-7.9413, -2.1973, -4.0445], [-5.2526, -1.0225, -1.1536], [-2.9350, -2.4220, -3.2247], [-3.5114, -3.3043, -1.7999], [-2.6496, -1.7563, -1.6459], [-4.5707, -0.7928, -3.1231], [-6.2264, -3.0793, -2.3182], [-5.4024, -2.9194, -3.9628], [-8.3070, -2.9137, -3.2974], [-7.7013, -2.7744, -4.9463], [-8.6988, -1.4462, -4.2494], [-6.0622, -0.4552, -1.3817], [-4.5931, -0.3714, -0.7387], [2.8484, 2.7910, -0.1299], [3.7543, 3.9757, 0.2121], [4.6866, 4.3789, -0.9101], [5.4902, 3.3050, -1.3198], [6.3472, 3.5836, -2.4003], [2.8448, 5.1208, 0.4257], [2.1636, 2.5877, 0.6950], [3.4453, 1.8814, -0.2300], [2.3284, 3.0031, -1.0642], [4.2357, 3.7786, 1.1761], [5.3232, 5.2223, -0.6087], [4.0672, 4.8094, -1.7088], [6.8485, 2.6876, -2.7673], [7.1291, 4.2913, -2.1085], [5.7087, 3.9185, -3.2277], [2.2760, 4.9143, 1.2422], [3.3883, 5.9325, 0.7160], [-0.5383, -3.8587, 3.7523], [-1.8918, -4.5791, 3.8127], [-2.9238, -3.8056, 4.6206], [-3.3203, -2.6730, 3.8729], [-3.9884, -1.6848, 4.6138], [-2.3576, -4.7305, 2.3996], [0.1247, -4.3788, 3.0627], [-0.0722, -3.7918, 4.7416], [-0.5836, -2.8079, 3.4538], [-1.7083, -5.5938, 4.1658], [-2.5419, -3.4789, 5.5911], [-3.7833, -4.4739, 4.7624], [-3.8913, -0.7547, 4.0552], [-3.5473, -1.5240, 5.6019], [-5.0591, -1.8795, 4.7259], [-3.0030, -3.9510, 2.2538], [-2.9731, -5.5418, 2.3582], [1.8801, -0.6773, -1.2336], [1.5665, -1.5043, 0.0194], [0.0723, -1.5121, 0.3246], [-0.3587, -0.1834, 0.5990], [-1.7276, -0.1024, 0.9609], [2.1366, -2.8398, -0.1698], [2.9083, -0.7666, -1.5746], [1.6490, 0.3537, -0.9482], [1.1771, -0.9058, -2.0395], [2.0510, -1.0019, 0.8638], [-0.2112, -2.1143, 1.1910], [-0.4126, -1.9202, -0.5730], [-1.8848, 0.9242, 1.2891], [-2.0105, -0.7921, 1.7622], [-2.2899, -0.2732, 0.0367], [1.9255, -3.0829, -1.1433], [1.5380, -3.4933, 0.3442], [-4.3901, 4.3941, 6.9597], [-3.5192, 5.1267, 5.9282], [-3.3065, 4.3176, 4.6678], [-2.7458, 3.0594, 4.9457], [-2.6231, 2.2164, 3.8408], [-4.1421, 6.4115, 5.5806], [-3.9732, 3.4489, 7.3185], [-5.3536, 4.1446, 6.5088], [-4.4990, 5.0180, 7.8477], [-2.5437, 5.3085, 6.3865], [-2.6353, 4.8853, 4.0116], [-4.2806, 4.1452, 4.1846], [-3.5302, 2.2057, 3.2188], [-2.4270, 1.2023, 4.1768], [-1.8214, 2.5645, 3.1738], [-5.0928, 6.2497, 5.2534], [-4.3020, 6.8799, 6.4689], [-5.9091, 3.8618, -0.4370], [-4.8022, 3.2758, 0.4334], [-4.3609, 2.0026, 0.0252], [-7.1794, 3.2767, -0.1307], [-5.7536, 3.6089, -1.4854], [-5.9393, 4.9517, -0.3716], [-5.0728, 3.2991, 1.4918], [-3.9272, 3.9372, 0.3446], [-3.4879, 2.1044, -0.4149], [-7.5870, 3.7676, 0.5881]], "orbital_gap_ev": 8.81, "charge": 0}

No. 4
{"formula": "C5H7N5O3Sn", "method": "wB97M-V/def2-TZVPD", "elements": ["Sn", "N", "C", "N", "O", "H", "H", "H", "H", "N", "C", "N", "C", "N", "C", "O", "C", "O", "H", "H", "H"], "coordinates": [[-2.2689, 0.3382, 0.0612], [1.0840, 1.8961, -0.3084], [-0.0286, 2.2614, -0.9494], [0.0790, 2.7386, -2.1992], [-1.1666, 2.1945, -0.3938], [1.9503, 1.8035, -0.8174], [0.9613, 1.4341, 0.5844], [0.9411, 2.6165, -2.7159], [-0.7718, 2.9462, -2.6896], [-0.6818, -0.5685, -1.1222], [0.0297, -0.7292, -2.0330], [0.8162, -0.8540, -3.0353], [1.7181, 0.1194, -3.1075], [2.4950, 0.9794, -3.1505], [0.8534, 0.0986, 3.2946], [0.1180, 0.5363, 2.1347], [-1.0216, -0.1658, 1.8629], [-1.3643, -1.0851, 2.5654], [1.7122, 0.7586, 3.3709], [1.1714, -0.9345, 3.1729], [0.2322, 0.1759, 4.1842]], "orbital_gap_ev": 8.94, "charge": 0}

How do the records compare in ΔE to the lowest compared entry with this formula, charge and spin? In the order shown, they have 20.8; 58.5; 0.0; 0.0 kcal/mol.